No. 1
C3H10NO3 | wB97M-V/def2-TZVPD

Structure (XYZ):
```
17
Properties=species:S:1:pos:R:3:forces:R:3
O 2.6222 -0.4769 -1.3650 0.198 1.393 0.893
C 1.3370 -0.6057 -1.1508 -0.351 -0.287 -0.589
C 0.6735 0.5932 -0.4836 0.493 -1.021 -0.018
N -0.7154 0.1567 -0.1991 -0.141 0.865 -0.476
C -1.6091 1.3075 0.1228 -0.105 0.175 0.705
O 0.6738 -1.5258 -1.5554 -0.226 -0.055 0.176
H 2.9197 -1.1317 -1.9850 0.346 -0.945 -0.580
H 0.7397 1.4063 -1.2027 -0.418 0.203 0.079
H 1.1448 0.8909 0.4431 0.188 0.060 0.124
H -1.0437 -0.3422 -1.0313 -0.034 -0.063 0.049
H -0.7132 -0.5506 0.5525 0.192 -0.006 0.428
H -2.3799 0.9949 0.8205 -0.300 -0.270 -0.383
H -1.9975 1.7149 -0.7986 -0.227 0.051 -0.078
H -1.0806 2.0891 0.6684 0.370 -0.144 -0.248
H 0.0877 -0.8686 2.7986 -0.395 -0.702 -0.310
H -0.2082 -2.2764 2.2070 0.513 -1.577 0.276
O -0.4509 -1.3757 2.1585 -0.102 2.325 -0.046
```
Forces are in eV/Å.

Summary:
Net charge   +1
2S+1   1
Orbital gap   12.2082 eV
ΔE to the lowest compared entry with this formula, charge and spin   14.7 kcal/mol
Electronic energy   -400.56122 hartree

The net atomic charges from natural (NBO), expressed in e, are: O -0.637; C 0.776; C -0.332; N -0.520; C -0.430; O -0.584; H 0.521; H 0.263; H 0.252; H 0.456; H 0.481; H 0.247; H 0.239; H 0.231; H 0.500; H 0.503; O -0.966

***

No. 2
C5H13O4P | wB97M-V/def2-TZVPD

Structure (XYZ):
```
23
Properties=species:S:1:pos:R:3:forces:R:3
C 2.2205 -0.3477 1.3149 0.023 0.035 -0.004
C 1.7511 0.1927 -0.0391 -0.041 0.050 0.125
C 0.9290 1.4632 0.1761 0.174 0.110 0.068
C 1.0327 -0.9150 -0.8539 0.007 -0.102 0.142
C -0.3947 -0.6849 -1.3051 0.018 -0.161 -0.190
O -1.2797 -0.9885 -0.2034 0.064 0.289 0.176
P -2.7044 -0.3004 -0.1525 -0.157 -0.162 0.061
O -3.4804 -0.3864 -1.3852 0.054 0.030 0.027
O -3.3306 -0.9742 1.1375 0.038 0.143 -0.102
O -2.4673 1.1993 0.3754 0.138 -0.016 -0.253
H 2.6331 -1.3535 1.2195 0.036 0.023 -0.002
H 2.9954 0.2876 1.7478 -0.054 0.040 0.028
H 1.3874 -0.3893 2.0216 -0.004 -0.076 -0.033
H 2.6515 0.4864 -0.5860 -0.064 -0.069 -0.120
H 0.5170 1.8626 -0.7521 0.003 -0.010 0.005
H 1.5680 2.2462 0.5911 -0.019 -0.039 0.049
H 0.1143 1.2958 0.8833 -0.043 -0.017 -0.116
H 1.6306 -1.1654 -1.7331 -0.052 0.069 -0.039
H 0.9985 -1.8266 -0.2500 0.036 -0.022 -0.088
H -0.6427 -1.3635 -2.1221 -0.046 0.005 0.040
H -0.5781 0.3306 -1.6616 0.047 -0.004 0.021
H -3.1048 -0.4909 1.9415 -0.046 -0.096 0.036
H -2.4466 1.8219 -0.3647 -0.112 -0.021 0.168
```
Forces are in eV/Å.

Summary:
SMILES string   CC(C)CCOP(=O)(O)O
2S+1   1
Orbital gap   11.3097 eV
ΔE to the lowest compared entry with this formula, charge and spin   0.0 kcal/mol
Electronic energy   -840.75101 hartree

The net atomic charges from natural (NBO), expressed in e, are: C -0.598; C -0.218; C -0.613; C -0.427; C -0.062; O -0.824; P 2.539; O -1.089; O -0.977; O -1.009; H 0.207; H 0.208; H 0.203; H 0.196; H 0.197; H 0.214; H 0.214; H 0.218; H 0.220; H 0.200; H 0.175; H 0.513; H 0.515

***

No. 3
C5H17O5 | wB97M-V/def2-TZVPD

Structure (XYZ):
```
27
Properties=species:S:1:pos:R:3:forces:R:3
C -1.1264 -1.4178 1.3661 -0.128 1.247 0.791
O -0.2903 -0.4617 1.9398 0.017 -0.756 -0.225
C -1.1984 -1.2930 -0.1622 0.852 0.499 0.267
C 0.1566 -1.5765 -0.8298 0.739 1.431 0.350
C 1.0840 -0.3086 -0.8918 -0.431 -0.068 0.016
C 1.2682 0.3680 -2.2520 -0.481 -0.009 -0.088
O 0.6068 1.6439 -2.3721 -0.105 -0.503 0.320
H -0.8039 -2.4051 1.7023 -0.055 -0.652 -0.268
H -2.1589 -1.2644 1.7542 -0.022 -0.319 -0.159
H -2.0006 -1.8821 -0.5834 -0.338 -0.231 -0.160
H -1.3933 -0.2190 -0.2816 -0.425 -0.136 -0.364
H 0.1041 -1.8936 -1.8629 -0.329 -0.735 -0.146
H 0.7034 -2.2666 -0.1907 -0.077 -0.555 -0.299
H 0.6552 0.3935 -0.1739 0.301 0.149 0.137
H 2.0643 -0.5728 -0.5330 0.305 -0.088 0.374
H 2.3157 0.5504 -2.4884 0.216 -0.151 0.100
H 0.8728 -0.3175 -3.0101 -0.031 0.283 -0.259
H 0.3575 1.8692 -1.4661 -0.088 0.193 -0.230
H 2.4819 -0.1188 2.6577 -0.027 0.025 -0.001
H 1.4349 -1.0442 2.0822 -0.441 0.591 -0.229
O 2.4033 -0.8594 2.0516 0.396 -0.345 0.209
H 0.4936 2.1182 1.7303 -0.017 -0.039 0.003
H -0.5947 1.0710 1.9919 0.287 -0.589 -0.193
O -0.4524 2.0621 1.8889 -0.255 0.845 -0.120
H -2.0520 2.9386 -0.0514 -0.015 0.184 0.127
H -2.3893 1.9828 -1.1290 -0.118 0.002 -0.256
O -2.5420 2.9033 -0.8867 0.269 -0.270 0.303
```
Forces are in eV/Å.

Summary:
Net charge   -1
2S+1   1
Orbital gap   7.8621 eV
ΔE to the lowest compared entry with this formula, charge and spin   0.0 kcal/mol
Electronic energy   -576.92532 hartree

The net atomic charges from natural (NBO), expressed in e, are: C -0.031; O -0.989; C -0.431; C -0.397; C -0.450; C -0.061; O -0.739; H 0.119; H 0.114; H 0.184; H 0.182; H 0.182; H 0.204; H 0.229; H 0.226; H 0.150; H 0.148; H 0.472; H 0.453; H 0.515; O -1.004; H 0.449; H 0.515; O -1.038; H 0.490; H 0.468; O -0.958

***

No. 4
C3H16N2O3 | wB97M-V/def2-TZVPD

Structure (XYZ):
```
24
Properties=species:S:1:pos:R:3:forces:R:3
C 0.4380 2.1225 1.7960 -0.499 0.070 0.328
C -0.8537 1.4677 1.2796 0.566 -0.414 0.008
N -0.7300 0.1110 0.7169 -0.490 0.909 0.019
C 0.0600 -0.8283 1.4935 0.097 0.092 -0.708
N 0.5324 -1.9412 0.6553 -0.228 -0.022 -0.009
H 0.2272 3.1721 2.0146 0.090 0.023 -0.130
H 1.2529 2.0588 1.0831 0.106 0.002 -0.192
H 0.7605 1.6901 2.7355 0.180 -0.172 0.151
H -1.5778 1.4084 2.0954 -0.124 0.322 -0.049
H -1.2123 2.1229 0.4820 -0.420 -0.235 0.120
H -0.4688 0.2118 -0.2516 0.452 -0.495 -0.065
H -0.5826 -1.1831 2.3013 0.191 -0.097 0.216
H 0.9444 -0.3411 1.9094 0.003 -0.003 0.266
H 0.1202 -2.8192 0.9481 0.080 0.075 0.066
H 0.2133 -1.8120 -0.3028 -0.051 0.044 0.086
H -1.8271 1.4012 -3.9626 0.097 0.099 -0.066
H -0.3010 1.5360 -4.1109 -0.008 0.009 -0.005
O -0.9940 0.9515 -3.7920 -0.179 -0.180 0.126
H 2.4698 -1.4373 -0.0163 -0.131 -0.174 -0.034
H 3.3428 -2.4094 -0.7768 -0.008 0.323 -0.006
O 3.2002 -1.4602 -0.6544 0.130 -0.238 0.021
H -2.1791 -1.4950 -1.3061 0.464 -0.099 0.063
H -1.4932 -0.9650 -2.5429 0.402 -0.069 0.000
O -1.3421 -1.5623 -1.7945 -0.721 0.228 -0.203
```
Forces are in eV/Å.

Summary:
SMILES string   CCNCN.O.O.O
2S+1   1
Orbital gap   8.9182 eV
ΔE to the lowest compared entry with this formula, charge and spin   17.8 kcal/mol
Electronic energy   -459.10763 hartree

The net atomic charges from natural (NBO), expressed in e, are: C -0.636; C -0.213; N -0.654; C -0.042; N -0.882; H 0.210; H 0.209; H 0.202; H 0.178; H 0.190; H 0.371; H 0.165; H 0.149; H 0.365; H 0.395; H 0.474; H 0.482; O -0.954; H 0.489; H 0.462; O -0.965; H 0.474; H 0.489; O -0.958

***

No. 5
C3H2NO2S2 | wB97M-V/def2-TZVPD

Structure (XYZ):
```
10
Properties=species:S:1:pos:R:3:forces:R:3
C 0.9672 -1.6998 -0.3902 0.566 0.060 -0.792
C 1.7622 -2.3575 -0.9893 -1.863 1.158 1.329
C -0.1602 1.1021 0.1649 0.928 -3.980 2.664
N -0.2112 2.0649 -0.5034 -0.869 3.546 -2.503
O -1.3296 -0.7673 1.6170 -0.846 0.509 -0.538
O -2.0295 1.5871 2.0119 -0.514 0.661 0.350
S -0.1324 3.2999 -1.4526 0.196 0.999 -0.704
S -1.8102 0.5190 1.0368 0.824 -1.320 0.778
H 0.4753 -0.8148 -0.1243 -0.947 0.636 0.950
H 2.4684 -2.9336 -1.3709 2.524 -2.269 -1.533
```
Forces are in eV/Å.

Summary:
Net charge   -1
2S+1   3
Orbital gap (spin up / spin down)   5.5629 / 5.8655 eV
<S²>   2.01
ΔE to the lowest compared entry with this formula, charge and spin   85.9 kcal/mol
Electronic energy   -1116.95266 hartree

The net atomic charges from natural (NBO), expressed in e, are: C -0.164; C -0.317; C -0.050; N -0.654; O -0.942; O -0.934; S 0.131; S 1.503; H 0.237; H 0.191

***

No. 6
C55H59BN7O25P2S | wB97M-V/def2-TZVPD

Structure (XYZ):
```
150
Properties=species:S:1:pos:R:3:forces:R:3
C 1.6446 2.1419 -0.3540 0.213 -3.168 0.797
C 2.2049 1.0349 -0.1378 -1.102 1.841 0.248
C 2.7805 -0.3758 0.3768 0.099 1.523 -0.594
C 1.5184 -1.3412 0.5549 -2.131 1.116 1.100
O 1.3287 -1.9956 1.8359 1.834 0.315 -2.909
P 0.2330 -3.3788 1.7250 2.302 -0.688 0.744
C -1.1748 -2.1533 2.0439 -1.071 1.136 0.616
C -2.0497 -2.4217 3.3600 -1.347 0.491 0.064
C -2.1538 -1.1024 4.3038 -0.944 -0.432 -0.488
C -3.5360 -1.0634 5.1455 0.969 -1.647 -0.630
O -4.0128 0.3051 5.2879 1.949 0.973 0.614
C -3.0025 1.1637 5.8064 1.501 1.070 2.510
C -2.2140 2.2057 4.8562 -0.936 -0.276 -0.417
O -2.6903 1.2006 7.0116 -1.430 -0.746 -3.495
C -0.8201 -4.9785 1.6699 -1.080 -0.298 -0.775
C -2.2688 -4.8263 1.0429 -2.872 -1.847 1.540
O -3.2411 -5.3013 1.6942 2.411 1.468 -1.767
O -2.5833 -4.2542 -0.2028 0.983 -0.480 1.281
O 0.7166 -3.6049 3.4099 0.535 -1.109 0.117
B 1.7820 -4.5436 3.4951 -1.123 0.265 0.037
O 3.1799 -4.2653 3.2531 -1.212 0.165 1.171
O 1.4483 -5.9047 3.9115 0.773 8.284 5.422
O 0.2195 -3.2982 -0.0334 0.143 1.814 -1.159
C 1.0661 -2.3257 -0.6433 -0.156 -0.032 1.563
P 2.3662 -3.1447 -1.7339 -0.007 -1.752 -1.492
O 1.5118 -4.2184 -2.7584 1.267 1.327 1.775
O 3.4792 -4.1065 -0.8539 -1.600 1.164 -2.025
S 3.2748 -1.8917 -2.9398 0.260 -0.008 0.582
H 0.8248 2.9270 -0.4502 1.991 -1.360 0.001
H 3.3332 -0.1329 1.3457 -1.043 -0.622 -1.098
H 3.5630 -0.7407 -0.3653 -1.142 0.367 0.879
H 0.6431 -0.5818 0.5610 1.139 -0.984 -0.401
H 1.3487 -4.3040 1.4802 0.277 0.275 -0.067
H -1.9026 -2.0611 1.1537 1.257 -0.407 1.224
H -0.7146 -1.1042 2.1723 -0.601 -1.680 -0.266
H -3.1343 -2.5938 2.9990 1.560 0.095 0.602
H -1.7727 -3.3507 3.9513 -0.028 1.265 -0.788
H -1.2802 -1.0036 5.0247 -0.909 0.000 -1.130
H -2.2283 -0.2188 3.5674 0.362 -1.207 1.244
H -4.3212 -1.6353 4.5512 0.841 1.049 0.770
H -3.4222 -1.6173 6.1486 -0.178 1.177 -1.268
H -2.7723 2.2802 3.8568 1.102 -0.004 1.351
H -1.1309 1.8686 4.7071 -1.695 0.127 0.139
H -2.1429 3.2407 5.3503 -0.419 -1.692 -0.556
H -0.2130 -5.7580 1.0852 -1.019 1.259 0.625
H -0.9630 -5.3833 2.7368 -0.002 0.680 -1.791
H -3.5565 -4.3242 -0.3499 0.959 -0.224 0.731
H 3.6043 -4.1448 4.1278 -0.192 -0.205 -0.823
H 1.5043 -5.9400 4.9045 -0.084 0.179 -1.114
H 0.5498 -1.6029 -1.3702 0.515 -1.397 0.538
H 1.3396 -3.7677 -3.6348 0.205 -0.282 1.281
H 4.1613 -4.3185 -1.5420 -0.677 0.238 0.795
C 1.2859 -1.0468 -9.4260 0.024 -0.027 0.060
C 0.2342 -1.9583 -9.4158 0.150 0.074 0.186
C -0.1095 -2.6109 -8.2379 -0.155 -0.079 -0.057
C 0.6053 -2.3388 -7.0748 0.223 0.448 -0.627
C 1.6623 -1.4349 -7.0800 0.169 0.060 0.198
C 2.0011 -0.7889 -8.2619 -0.158 -0.203 -0.153
N 0.2345 -3.0018 -5.8237 -0.417 -0.363 0.236
O -0.6845 -3.8039 -5.8516 0.538 0.380 0.017
O 0.8705 -2.7056 -4.8188 -0.357 0.122 -0.956
H 1.5482 -0.5341 -10.3466 -0.029 -0.058 0.094
H -0.3200 -2.1573 -10.3270 0.032 -0.015 0.129
H -0.9307 -3.3186 -8.2420 0.133 0.074 0.207
H 2.2261 -1.2224 -6.1773 -0.198 -0.157 0.029
H 2.8218 -0.0798 -8.2753 -0.089 -0.084 0.074
C 2.4729 5.8651 -7.8080 -0.009 -0.003 0.005
C 2.1211 5.7038 -6.4721 -0.028 -0.112 -0.208
C 1.4539 4.5555 -6.0618 -0.028 -0.002 0.159
C 1.1479 3.5725 -6.9985 0.393 0.642 -0.225
C 1.4902 3.7307 -8.3381 0.009 -0.071 -0.134
C 2.1547 4.8832 -8.7407 -0.039 0.014 0.233
N 0.4668 2.3486 -6.5649 -0.336 -0.514 0.371
O 0.1660 2.2535 -5.3864 0.152 0.099 -0.633
O 0.2428 1.4905 -7.4083 0.063 0.465 0.273
H 2.9989 6.7608 -8.1241 -0.061 -0.097 0.036
H 2.3702 6.4730 -5.7490 -0.052 -0.128 -0.039
H 1.1853 4.4414 -5.0176 -0.023 -0.188 -0.176
H 1.2506 2.9710 -9.0738 -0.054 -0.022 0.262
H 2.4288 5.0153 -9.7819 -0.049 -0.059 0.105
C 3.0243 -11.8557 1.7755 0.012 -0.026 -0.023
C 3.1577 -11.6692 3.1471 -0.091 0.134 -0.170
C 2.8000 -10.4549 3.7228 0.014 -0.069 0.061
C 2.3051 -9.4352 2.9147 0.549 -0.677 -0.228
C 2.1761 -9.6127 1.5407 -0.052 0.042 -0.115
C 2.5387 -10.8289 0.9726 0.054 -0.032 0.268
N 1.9025 -8.1614 3.5206 -0.402 0.747 -0.834
O 2.0504 -8.0394 4.7365 -0.132 -0.791 -0.010
O 1.4440 -7.3077 2.7860 0.063 -7.082 -3.904
H 3.2992 -12.8070 1.3297 -0.023 0.100 0.045
H 3.5383 -12.4727 3.7691 -0.040 0.110 -0.032
H 2.9086 -10.3219 4.7931 -0.104 0.205 -0.170
H 1.7958 -8.8211 0.9046 0.017 0.044 0.285
H 2.4392 -10.9783 -0.0973 -0.006 0.070 0.111
C 3.8937 5.3140 4.4498 -0.010 0.000 -0.015
C 3.0412 4.4245 3.8045 0.094 0.208 -0.020
C 2.5261 4.7383 2.5522 -0.124 -0.109 -0.092
C 2.8759 5.9456 1.9534 0.287 -0.213 0.727
C 3.7226 6.8437 2.5966 0.084 0.146 -0.022
C 4.2309 6.5233 3.8498 -0.139 -0.179 -0.080
N 2.3545 6.2681 0.6218 -0.257 0.034 -0.502
O 1.6006 5.4635 0.1000 0.330 0.444 0.236
O 2.7081 7.3216 0.1094 -0.125 -0.426 0.241
H 4.2986 5.0632 5.4254 -0.054 0.027 -0.104
H 2.7803 3.4836 4.2770 -0.004 0.092 -0.112
H 1.8626 4.0361 2.0592 0.118 0.173 -0.115
H 3.9952 7.7876 2.1380 -0.151 -0.187 -0.109
H 4.8939 7.2148 4.3588 -0.079 -0.043 -0.094
C 8.6052 -0.0640 -0.2121 -0.006 -0.007 -0.009
C 7.7703 -0.9714 -0.8548 0.112 0.206 -0.031
C 7.2453 -0.6687 -2.1057 -0.114 -0.171 -0.127
C 7.5671 0.5447 -2.7063 0.276 -0.185 0.683
C 8.3962 1.4609 -2.0653 0.078 0.152 -0.023
C 8.9147 1.1520 -0.8134 -0.130 -0.180 -0.092
N 7.0362 0.8580 -4.0385 -0.354 -0.021 -0.536
O 6.2971 0.0407 -4.5660 0.481 0.457 0.322
O 7.3686 1.9202 -4.5478 -0.107 -0.409 0.236
H 9.0180 -0.3057 0.7626 -0.063 0.031 -0.098
H 7.5305 -1.9174 -0.3812 -0.040 0.111 -0.091
H 6.5950 -1.3857 -2.5956 -0.014 0.243 -0.077
H 8.6474 2.4102 -2.5248 -0.157 -0.185 -0.101
H 9.5642 1.8577 -0.3064 -0.084 -0.040 -0.091
C -7.5915 5.1212 5.1534 -0.017 0.013 0.029
C -6.9359 3.9842 4.6928 0.025 0.211 -0.040
C -5.8239 4.1084 3.8685 0.066 -0.139 -0.046
C -5.3740 5.3784 3.5155 -0.622 -0.082 0.453
C -6.0301 6.5200 3.9671 0.011 0.153 -0.002
C -7.1435 6.3865 4.7886 0.097 -0.219 -0.053
N -4.1862 5.5139 2.6667 0.448 0.003 -0.324
O -3.6497 4.4890 2.2747 -0.247 0.475 0.177
O -3.7988 6.6434 2.4034 -0.202 -0.484 0.122
H -8.4567 5.0206 5.8012 0.078 0.008 -0.113
H -7.2908 2.9999 4.9792 0.089 0.090 -0.064
H -5.3214 3.2145 3.5159 0.069 0.218 -0.032
H -5.6885 7.5116 3.6923 0.114 -0.228 -0.069
H -7.6608 7.2693 5.1483 0.073 -0.080 -0.086
C -8.7544 3.2258 -1.3348 -0.009 -0.002 -0.005
C -8.6440 4.6065 -1.2071 -0.084 -0.160 0.146
C -9.0099 5.2270 -0.0186 0.038 0.147 -0.021
C -9.4813 4.4533 1.0384 0.221 -0.332 -0.633
C -9.6014 3.0721 0.9149 -0.036 -0.125 0.096
C -9.2360 2.4599 -0.2782 0.029 0.229 -0.027
N -9.8441 5.1006 2.3024 -0.147 0.170 0.550
O -9.7431 6.3168 2.3694 -0.058 -0.575 -0.009
O -10.2236 4.3846 3.2206 0.190 0.421 -0.510
H -8.4624 2.7437 -2.2626 -0.028 0.053 0.110
H -8.2691 5.1992 -2.0346 -0.042 -0.032 0.128
H -8.9190 6.3038 0.0686 -0.065 -0.162 0.191
H -9.9722 2.4639 1.7322 0.049 0.254 0.005
H -9.3227 1.3840 -0.3840 0.004 0.122 0.063
```
Forces are in eV/Å.

Summary:
Net charge   -1
2S+1   1
Orbital gap   5.5905 eV
Electronic energy   -5500.60791 hartree

Atomic partial charges in e from the Löwdin method, atoms 1 to 99: C 0.035; C -0.105; C -0.117; C -0.318; O -0.275; P 0.621; C -0.205; C -0.208; C -0.157; C -0.178; O -0.095; C -0.426; C -0.013; O 0.053; C -0.131; C -0.443; O -0.020; O 0.029; O -0.136; B -0.733; O 0.084; O -0.001; O -0.309; C -0.362; P 0.410; O -0.278; O -0.246; S 0.251; H 0.047; H 0.119; H 0.054; H 0.125; H 0.065; H 0.102; H 0.089; H 0.102; H 0.110; H 0.125; H 0.111; H 0.121; H 0.135; H 0.074; H 0.093; H 0.091; H 0.111; H 0.112; H 0.118; H 0.091; H 0.125; H 0.143; H -0.007; H 0.056; C -0.080; C -0.072; C -0.002; C -0.130; C 0.011; C -0.079; N -0.299; O 0.102; O 0.004; H 0.104; H 0.104; H 0.117; H 0.119; H 0.112; C -0.078; C -0.064; C 0.007; C -0.140; C -0.007; C -0.074; N -0.334; O 0.094; O 0.059; H 0.105; H 0.110; H 0.124; H 0.115; H 0.105; C -0.092; C -0.083; C -0.008; C -0.125; C 0.006; C -0.074; N -0.283; O 0.052; O 0.055; H 0.100; H 0.101; H 0.114; H 0.124; H 0.105; C -0.077; C -0.059; C 0.010; C -0.141; C -0.009

***

Q: Which of these has the lowest electronic energy?
A: C55H59BN7O25P2S

***

Q: Look up the electronic energy of the fifth one.
A: -1116.95266 hartree